Formula: C4H9NO
Source: the OMol25 dataset
Level of theory: ωB97M-V/def2-TZVPD

Structure (ORCA input):
```
! wB97M-V def2-TZVPD RIJCOSX def2/J DEFGRID3
* xyz 0 1
C 1.24634 -0.21420 -2.39987
C 0.76042 -0.08839 -0.97598
O -0.62767 -0.43721 -0.90995
C -1.15949 -0.26298 0.31621
N -0.46819 0.21149 1.25478
C -0.91363 0.42229 2.60281
H 1.13063 -1.23466 -2.77482
H 0.70617 0.46868 -3.06143
H 2.30994 0.04656 -2.42798
H 1.31233 -0.74718 -0.29632
H 0.88458 0.92843 -0.59311
H -2.20626 -0.59347 0.32196
H -0.96632 1.50023 2.79130
H -0.13470 0.03087 3.26464
H -1.87416 -0.03047 2.88776
*
```

Calculated values
* total energy: -287.77775 a.u.
* LUMO: 1.13 eV
* gap between HOMO and LUMO: 10.69 eV
* HOMO level: -9.5663 eV
* energy above the lowest of the compared OMol25 structures with the same formula, charge and spin: 1.488 eV


Formula: C4H9NO
Source: the OMol25 dataset
Level of theory: ωB97M-V/def2-TZVPD

Structure (ORCA input):
```
! wB97M-V def2-TZVPD RIJCOSX def2/J DEFGRID3
* xyz 0 1
C 1.01451 -1.01328 1.29564
C -0.11781 0.05404 -0.91284
C -1.04902 -1.09282 -0.95034
C -0.60793 1.26575 -0.27303
O -1.60742 1.73507 -0.81674
N 0.06865 1.90758 0.72955
H 0.11401 -0.59618 1.75360
H 1.89310 -0.72815 1.87814
H 0.93284 -2.10049 1.22638
H 1.16011 -0.62186 0.27031
H -1.67806 -0.80869 -1.81016
H -0.55044 -2.02790 -1.22488
H -1.72678 -1.24007 -0.09732
H 1.04972 1.70787 0.85468
H -0.20036 2.87578 0.84332
*
```

Calculated values
* total energy: -287.68639 a.u.
* LUMO: -0.21 eV
* gap between HOMO and LUMO: 8.50 eV
* HOMO level: -8.7088 eV
* energy above the lowest of the compared OMol25 structures with the same formula, charge and spin: 3.975 eV


Formula: C4H9NO
Source: the OMol25 dataset
Level of theory: ωB97M-V/def2-TZVPD

Structure (ORCA input):
```
! wB97M-V def2-TZVPD RIJCOSX def2/J DEFGRID3
* xyz 0 1
C -1.63772 -0.59838 0.26661
N -0.36991 -0.52337 0.95169
C 0.73497 0.01555 0.22096
C 0.53027 1.53931 -0.24301
C 1.21685 -0.96139 -0.78383
O 2.22902 -0.94617 -1.50852
H -1.93267 0.49580 -0.03173
H -2.41320 -1.07996 0.88099
H -1.48763 -1.16315 -0.71258
H -0.51956 -0.37910 1.90846
H 1.57907 -0.05682 0.95543
H 1.43844 1.99402 -0.52801
H -0.05548 2.05257 0.42884
H -0.01530 1.50969 -1.14328
H 0.70286 -1.89862 -0.66200
*
```

Calculated values
* total energy: -287.74630 a.u.
* LUMO: 0.74 eV
* gap between HOMO and LUMO: 9.64 eV
* HOMO level: -8.8987 eV
* energy above the lowest of the compared OMol25 structures with the same formula, charge and spin: 2.344 eV